[1]
Formula: C5H17N2O
Source: the Open Molecules 2025 dataset
Level of theory: wB97M-V/def2-TZVPD

E, hartree: -384.955894
HOMO, Ha: -0.4622
Frontier orbital gap, eV: 3.94

```
! wB97M-V def2-TZVPD RIJCOSX def2/J DEFGRID3
* xyz 1 1
N 2.96 -0.02 0.81
C 2.59 -1.01 -0.20
C 2.52 -2.49 0.25
N -0.47 -1.01 -0.06
C -0.40 -0.42 1.20
C -1.37 0.83 1.42
C -1.76 -1.52 -0.34
H -3.14 4.04 -2.64
H 3.89 0.37 0.75
H 3.00 -0.32 1.78
H 1.72 -0.69 -0.78
H 3.44 -0.95 -0.90
H 3.23 -2.76 1.03
H 2.69 -3.16 -0.59
H 0.63 -0.09 1.38
H -0.63 -1.14 2.01
H -0.92 1.75 1.83
H -1.84 1.11 0.48
H -2.21 0.56 2.07
H -1.65 -2.26 -1.13
H -2.56 -0.83 -0.68
H -2.15 -2.07 0.54
H -2.70 4.82 -3.24
H 1.49 -2.71 0.60
O -3.63 4.90 -2.70
*
```

Atomic partial charges in e from the natural (NBO) method, atoms 1 to 5:
1 N -0.86
2 C -0.24
3 C -0.62
4 N 0.23
5 C -0.39

[2]
Formula: C5H17N2O
Source: the Open Molecules 2025 dataset
Level of theory: wB97M-V/def2-TZVPD

E, hartree: -385.162427
HOMO, Ha: -0.4744
Frontier orbital gap, eV: 9.96

```
! wB97M-V def2-TZVPD RIJCOSX def2/J DEFGRID3
* xyz 1 1
N 1.62 0.68 -1.17
C 0.08 0.65 -1.18
C -0.45 2.08 -0.97
C -0.37 -0.18 0.00
N 0.45 -1.34 0.12
C 0.84 -1.64 1.57
C 0.02 -2.60 -0.53
H 1.83 -0.36 -0.93
H 1.91 0.85 -2.13
H 1.87 1.34 -0.48
H -0.30 0.22 -2.16
H -1.57 2.13 -1.04
H -0.37 2.41 0.05
H 0.02 2.89 -1.71
H -0.45 0.39 0.96
H -1.59 -0.46 -0.08
H -0.09 -1.68 2.06
H 1.33 -2.63 1.60
H 1.57 -1.00 2.03
H 0.89 -3.15 -0.83
H -0.59 -2.19 -1.35
H -0.76 -3.24 -0.08
H -2.22 1.57 2.31
H -1.86 3.08 2.22
O -1.81 2.21 1.75
*
```

Atomic partial charges in e from the natural (NBO) method, atoms 1 to 5:
1 N -0.71
2 C -0.07
3 C -0.67
4 C -0.27
5 N -0.50

[3]
Formula: C5H17N2O
Source: the Open Molecules 2025 dataset
Level of theory: wB97M-V/def2-TZVPD

E, hartree: -385.158136
HOMO, Ha: -0.5000
Frontier orbital gap, eV: 10.70

```
! wB97M-V def2-TZVPD RIJCOSX def2/J DEFGRID3
* xyz 1 1
N -0.34 1.71 0.03
C -1.57 1.01 -0.56
C -1.79 1.42 -1.99
C -1.35 -0.52 -0.29
N -0.52 -0.41 1.04
C 0.61 -1.46 0.95
C 1.46 -1.41 2.29
H -0.18 2.69 -0.18
H -0.20 1.41 1.15
H 0.49 1.17 -0.39
H -2.35 1.36 0.05
H -2.83 1.15 -2.25
H -1.11 0.97 -2.66
H -1.62 2.48 -2.12
H -2.42 -0.96 -0.15
H -0.89 -1.04 -1.13
H -1.08 -0.61 1.85
H 0.21 -2.45 0.65
H 1.39 -1.13 0.22
H 1.23 -1.97 3.19
H 1.61 -0.36 2.62
H 2.47 -1.58 1.86
H 3.30 -0.91 -0.83
H 2.94 -0.12 -2.06
O 2.56 -0.46 -1.27
*
```

Atomic partial charges in e from the natural (NBO) method, atoms 1 to 5:
1 N -0.74
2 C -0.03
3 C -0.63
4 C -0.26
5 N -0.69

[4]
Formula: C5H17N2O
Source: the Open Molecules 2025 dataset
Level of theory: wB97M-V/def2-TZVPD

E, hartree: -385.140617
HOMO, Ha: -0.4632
Frontier orbital gap, eV: 9.84

```
! wB97M-V def2-TZVPD RIJCOSX def2/J DEFGRID3
* xyz 1 1
C -0.18 1.60 -0.99
N -0.52 0.53 -1.97
C 0.33 0.42 -3.17
C -0.58 1.02 0.41
N 0.24 -0.35 0.70
C -0.17 -1.12 1.84
C -0.37 1.95 1.51
H -0.86 2.51 -1.01
H 0.88 1.83 -1.01
H -1.45 0.38 -2.25
H -0.51 0.22 -3.98
H 0.97 1.33 -3.38
H 1.07 -0.40 -3.07
H -1.77 0.73 0.21
H 1.25 0.00 0.79
H 0.12 -0.85 -0.21
H 0.10 -2.16 1.72
H 0.47 -0.71 2.70
H -1.20 -0.81 2.13
H -0.66 3.03 1.32
H -0.88 1.42 2.44
H 0.75 1.93 1.81
H 1.60 -4.07 1.72
H 0.51 -4.66 0.71
O 0.86 -3.77 1.01
*
```

Atomic partial charges in e from the natural (NBO) method, atoms 1 to 5:
1 C -0.24
2 N -0.69
3 C -0.42
4 C -0.01
5 N -0.54

[5]
Formula: C5H17N2Si
Source: the Open Molecules 2025 dataset
Level of theory: wB97M-V/def2-TZVPD

E, hartree: -599.275767
HOMO, Ha: -0.4147
Frontier orbital gap, eV: 8.26

```
! wB97M-V def2-TZVPD RIJCOSX def2/J DEFGRID3
* xyz 1 1
C 0.69 -1.59 1.00
C -0.46 -3.00 -0.49
C -1.63 0.92 1.20
C -0.93 1.76 -0.98
C -0.84 -0.65 -0.55
N -0.16 -1.66 -0.03
N -0.73 0.66 0.05
Si 2.90 1.54 -0.20
H 1.73 1.54 0.89
H 1.08 -0.62 1.15
H 1.17 -2.61 1.28
H -1.20 -3.39 0.25
H -1.01 -3.00 -1.43
H 0.38 -3.53 -0.67
H -1.22 1.86 1.57
H -2.61 1.24 0.73
H -1.86 0.06 1.81
H -1.95 1.77 -1.46
H -0.70 2.65 -0.50
H -0.12 1.58 -1.76
H -1.85 -0.88 -0.93
H 0.31 1.00 0.35
H 1.94 1.27 -1.22
H 3.51 0.30 -0.05
H 3.58 2.80 -0.05
*
```

Atomic partial charges in e from the natural (NBO) method, atoms 1 to 5:
1 C -0.30
2 C -0.41
3 C -0.43
4 C -0.40
5 C -0.08

[6]
Formula: C5H17NO3
Source: the Open Molecules 2025 dataset
Level of theory: wB97M-V/def2-TZVPD

E, hartree: -481.132722
SMILES string: C/C=C(\C)NC.O.O.O
HOMO, Ha: -0.2737
Frontier orbital gap, eV: 7.87

```
! wB97M-V def2-TZVPD RIJCOSX def2/J DEFGRID3
* xyz 0 1
C -2.80 -0.18 -0.10
N -1.67 -0.64 0.69
C -0.37 -0.28 0.43
C 0.65 -0.92 1.03
C 2.11 -0.54 0.81
C -0.14 1.02 -0.30
H -3.65 -0.85 0.02
H -3.16 0.75 0.34
H -2.49 -0.16 -1.14
H -1.87 -1.44 1.27
H 0.49 -1.71 1.76
H 2.29 0.38 1.34
H 2.71 -1.37 1.17
H 2.36 -0.44 -0.24
H -0.27 0.84 -1.36
H 0.85 1.42 -0.09
H -0.93 1.73 -0.05
H 0.27 -1.32 -2.92
H 0.18 -1.09 -1.42
O -0.35 -1.38 -2.18
H -0.29 0.19 3.06
H 0.21 1.65 2.76
O 0.22 0.93 3.40
H 1.45 1.56 -2.29
H 2.22 1.05 -3.44
O 1.97 0.79 -2.55
*
```

Atomic partial charges in e from the natural (NBO) method, atoms 1 to 5:
1 C -0.42
2 N -0.63
3 C 0.17
4 C -0.31
5 C -0.65

[7]
Formula: C5H17NO4
Source: the Open Molecules 2025 dataset
Level of theory: wB97M-V/def2-TZVPD

E, hartree: -556.346454
SMILES string: C[C@@H](O)CCNCO.O.O
HOMO, Ha: -0.3443
Frontier orbital gap, eV: 9.92

```
! wB97M-V def2-TZVPD RIJCOSX def2/J DEFGRID3
* xyz 0 1
C -0.49 -1.34 -0.01
N 0.91 -1.78 -0.12
C 1.31 -2.37 -1.38
O 1.26 -1.41 -2.53
C -0.58 -0.78 1.42
C -0.58 0.70 1.28
C -1.82 1.44 0.88
O -0.13 1.33 2.56
H -0.84 -0.81 -0.81
H -1.12 -2.25 -0.08
H 1.63 -1.19 0.36
H 2.39 -2.66 -1.17
H 0.63 -3.15 -1.78
H 2.03 -0.94 -2.58
H 0.18 -1.07 2.00
H -1.43 -1.07 2.04
H 0.32 1.01 0.59
H -2.65 1.26 1.62
H -2.15 1.27 -0.11
H -1.71 2.51 0.91
H -0.75 1.69 3.12
H -1.10 -0.06 -3.54
H -0.24 -0.56 -2.40
O -1.02 0.07 -2.55
H 1.34 2.94 0.16
H 0.80 2.69 1.68
O 1.05 3.37 1.00
*
```

Atomic partial charges in e from the natural (NBO) method, atoms 1 to 5:
1 C -0.23
2 N -0.65
3 C 0.07
4 O -0.77
5 C -0.43

[8]
Formula: C5H17NO5
Source: the Open Molecules 2025 dataset
Level of theory: wB97M-V/def2-TZVPD

E, hartree: -631.695769
SMILES string: CNC(=O)CCCO.O.O.O
HOMO, Ha: -0.3664
Frontier orbital gap, eV: 10.59

```
! wB97M-V def2-TZVPD RIJCOSX def2/J DEFGRID3
* xyz 0 1
C 0.43 0.20 1.87
C -1.09 0.19 2.13
C -1.84 -1.02 1.53
O -1.10 -2.22 1.65
C 0.75 0.09 0.41
N 0.98 1.21 -0.30
C 0.74 2.55 0.20
O 0.85 -1.01 -0.17
H 0.86 -0.68 2.35
H 0.87 1.09 2.31
H -1.50 1.13 1.75
H -1.27 0.21 3.21
H -2.06 -0.85 0.48
H -2.75 -1.18 2.10
H -0.40 -2.22 1.01
H 1.10 1.12 -1.29
H 1.37 2.77 1.06
H 0.98 3.28 -0.57
H -0.30 2.73 0.46
H 0.03 -0.72 -1.88
H 0.57 -0.37 -3.29
O -0.10 -0.13 -2.64
H -2.86 1.36 -1.53
H -1.40 1.11 -1.45
O -2.12 1.52 -0.93
H 3.41 -1.75 -2.14
H 2.01 -1.41 -1.54
O 2.51 -1.47 -2.38
*
```

Atomic partial charges in e from the natural (NBO) method, atoms 1 to 5:
1 C -0.51
2 C -0.41
3 C -0.07
4 O -0.74
5 C 0.72

[9]
Formula: C5H17O5Si2
Source: the Open Molecules 2025 dataset
Level of theory: wB97M-V/def2-TZVPD

E, hartree: -1156.007344
HOMO, Ha: -0.1593
Frontier orbital gap, eV: 7.40

```
! wB97M-V def2-TZVPD RIJCOSX def2/J DEFGRID3
* xyz -1 1
O 0.49 0.51 -1.58
C 1.12 -0.30 -0.88
O 1.59 -1.43 -1.16
Si 1.34 0.31 0.91
O 1.61 1.97 0.96
Si 2.52 2.75 2.07
H 2.47 -0.35 1.63
H 0.11 0.06 1.70
H 1.68 3.74 2.78
H 3.61 3.48 1.39
H 3.11 1.83 3.07
C 0.85 -4.54 1.06
C -0.18 -4.80 -0.03
O -0.85 -3.61 -0.42
H 0.37 -4.09 1.93
H 1.34 -5.47 1.37
H 1.61 -3.85 0.70
H -0.96 -5.48 0.33
H 0.30 -5.27 -0.89
H -0.16 -3.01 -0.75
C -2.36 2.38 -2.18
C -2.57 3.73 -1.53
O -2.89 3.62 -0.14
H -3.25 1.76 -2.07
H -2.13 2.48 -3.24
H -1.52 1.85 -1.72
H -3.41 4.26 -1.98
H -1.67 4.34 -1.65
H -2.16 3.14 0.28
*
```

Atomic partial charges in e from the natural (NBO) method, atoms 1 to 5:
1 O -0.75
2 C 0.44
3 O -0.79
4 Si 1.24
5 O -1.24

[10]
Formula: C5H18N2O4
Source: the Open Molecules 2025 dataset
Level of theory: wB97M-V/def2-TZVPD

E, hartree: -611.720314
SMILES string: CN[C@H](CN)CC=O.O.O.O
HOMO, Ha: -0.3390
Frontier orbital gap, eV: 9.75

```
! wB97M-V def2-TZVPD RIJCOSX def2/J DEFGRID3
* xyz 0 1
C 1.83 0.65 -1.67
N 0.90 0.37 -0.49
C -0.54 0.52 -0.72
C -0.96 -0.35 -1.93
C -2.35 -0.01 -2.36
O -3.33 -0.36 -1.75
C -1.27 0.01 0.51
N -0.78 0.73 1.68
H 2.41 -0.24 -1.90
H 1.22 0.83 -2.54
H 2.48 1.43 -1.27
H 1.16 1.16 0.09
H -0.87 1.56 -0.88
H -0.27 -0.27 -2.77
H -0.97 -1.41 -1.66
H -2.51 0.76 -3.14
H -2.29 0.35 0.39
H -1.23 -1.08 0.65
H -1.39 0.55 2.45
H 0.18 0.47 1.89
H -0.06 -2.99 1.36
H -0.02 -3.07 -0.01
O 0.64 -3.18 0.71
H 1.19 -1.99 2.77
H 1.78 -1.11 1.57
O 1.25 -1.13 2.37
H 1.55 2.34 2.91
H 0.70 2.63 1.65
O 1.56 2.81 2.07
*
```

Atomic partial charges in e from the natural (NBO) method, atoms 1 to 5:
1 C -0.42
2 N -0.65
3 C -0.04
4 C -0.52
5 C 0.44